1.
Density functional theory data (ωB97M-V/def2-TZVPD) for C38H33GeN8PbS3Se4 as an isolated structure.

Structure (XYZ):
```
88
Properties=species:S:1:pos:R:3:forces:R:3:lowdin_charge:R:1
C -1.33842 5.49700 -3.05240 0.031 -0.018 -0.023 -0.107
Se -3.68561 -1.36791 -1.08884 0.180 0.044 0.236 -0.247
C 2.41776 0.33981 -4.90112 -0.035 0.027 0.025 -0.085
C -3.90357 1.03405 -4.28943 -0.010 -0.044 -0.023 -0.116
H 6.11824 3.19384 5.94407 0.001 -0.003 0.007 0.097
H -4.99034 2.94268 -2.52896 -0.014 -0.018 -0.022 0.092
C 5.14845 2.31734 4.25815 -0.010 0.021 -0.001 -0.040
C -4.42286 1.10139 -6.63738 0.010 -0.007 -0.007 -0.099
C 1.45981 0.60674 -2.71364 0.181 -0.105 0.182 -0.223
N 2.64278 0.97237 -0.81642 -0.175 -0.245 0.015 0.045
C 0.47989 4.09028 -3.73032 -0.043 0.029 -0.009 -0.086
C 2.57364 0.45193 -3.53258 0.107 -0.024 -0.039 -0.025
H 2.29496 5.09670 -4.26350 0.018 -0.008 0.013 0.100
H -5.45656 4.43469 1.45042 -0.012 0.002 0.005 0.096
C -2.62005 3.65559 -0.22332 0.105 -0.047 0.006 -0.101
C -0.83960 4.21458 -3.29112 0.076 0.040 0.040 -0.254
H 1.02310 2.69679 -0.18037 0.022 -0.101 -0.052 0.067
H 3.28298 0.20080 -5.53579 0.002 -0.010 0.000 0.098
H -3.09327 -3.62445 2.61135 0.006 0.015 -0.030 0.094
C 5.45080 3.44872 2.15030 0.052 0.055 -0.006 -0.037
N 1.61854 0.45285 -1.29649 0.383 0.315 -0.028 -0.069
C 1.13590 0.35132 -5.44238 0.032 0.031 0.041 -0.072
H -2.23645 -3.00589 1.29814 -0.061 -0.010 -0.090 0.019
H 4.71573 1.50274 4.82644 0.004 -0.005 0.023 0.108
Se -1.44576 -4.33366 -1.35929 -0.121 0.138 0.069 -0.196
H -2.60386 0.76680 5.24689 -0.005 0.057 0.001 0.064
H -0.95074 7.60644 -3.04647 -0.010 0.008 -0.005 0.097
H -4.00335 0.53323 -3.32846 0.024 -0.015 -0.006 0.040
H -1.32662 2.76942 4.75908 -0.025 -0.032 0.037 0.066
C -3.63522 2.23528 -6.77854 -0.006 0.013 0.012 -0.101
N 4.08703 1.44552 2.29711 0.114 -0.043 -0.001 -0.019
C 6.23825 4.39388 2.78897 -0.009 -0.019 0.005 -0.102
C -0.97378 2.65219 3.75031 0.050 -0.026 0.001 -0.365
C -2.97352 2.76072 -5.67564 -0.031 0.056 0.045 -0.111
C -3.16094 3.23570 -1.43838 -0.120 0.049 0.001 -0.257
C -4.54542 3.26319 -1.59505 0.039 0.018 0.047 -0.095
C 5.93546 3.27016 4.87957 0.009 0.006 0.003 -0.106
C -5.36790 3.69604 -0.56224 -0.005 0.000 -0.003 -0.090
H -1.54404 3.64817 -0.07979 -0.285 0.070 -0.168 0.060
H 6.66090 5.20580 2.21010 0.002 -0.004 -0.014 0.097
C 0.03908 0.55150 -4.62370 -0.023 0.044 -0.024 -0.034
C -1.68806 0.29364 3.30753 0.039 0.164 0.008 -0.336
H 3.59279 0.76276 2.86596 -0.009 0.030 -0.064 0.064
H -6.44193 3.70960 -0.69972 -0.011 -0.010 0.005 0.098
C -3.43755 4.08205 0.81212 -0.056 -0.002 0.006 -0.083
S -0.15775 3.93488 2.94824 0.010 0.046 -0.048 1.033
Ge -1.99428 2.68679 -2.90024 -0.194 -0.038 0.032 1.029
H 5.25426 3.50399 1.08981 -0.001 0.009 -0.001 0.097
C -1.00425 1.06517 -2.39746 0.053 -0.059 -0.023 -0.244
Se 0.69176 -3.41381 -1.02042 0.104 0.122 0.124 -0.208
C -4.56236 0.50491 -5.39106 0.013 0.025 0.008 -0.074
H 1.12936 4.22918 0.50309 0.066 -0.015 -0.041 0.098
C -2.39655 0.08479 4.44206 -0.032 0.013 0.061 -0.373
S -3.02254 -1.51900 4.46441 -0.010 -0.045 -0.033 1.031
C -1.04842 1.56748 2.93960 -0.057 -0.062 0.031 -0.324
H -3.52361 2.70125 -7.74983 0.001 0.010 -0.010 0.095
C -0.54697 6.62098 -3.24311 -0.005 0.000 -0.005 -0.095
C 0.76404 6.47954 -3.67524 0.004 0.014 -0.014 -0.103
C 6.48664 4.31827 4.15255 -0.014 -0.017 0.015 -0.121
C -4.81538 4.10410 0.64265 -0.011 -0.012 -0.001 -0.095
C 0.01036 2.91002 1.55565 0.238 0.109 0.082 -0.721
C -3.09445 2.16489 -4.42191 0.121 -0.044 -0.140 -0.284
S 2.19969 -0.60779 1.48281 0.213 0.115 -0.068 0.472
H -0.74874 1.16428 -1.34288 -0.011 0.123 -0.008 -0.012
C 1.27459 5.21365 -3.92050 0.007 -0.004 -0.028 -0.089
H 1.38583 7.35390 -3.82219 0.006 0.009 0.005 0.096
N -1.60776 -0.78440 2.45679 -0.003 -0.231 0.009 0.001
N 0.58341 3.38917 0.40542 0.142 0.074 0.089 0.105
Se -2.67870 -2.79990 -2.62262 0.128 -0.051 -0.059 -0.242
H 0.90163 3.11324 -3.92747 0.012 -0.031 -0.007 0.085
C 4.89622 2.40355 2.88798 -0.080 -0.055 -0.041 -0.244
H -1.75485 0.27725 -2.47400 -0.149 -0.144 0.148 -0.001
H -4.91578 0.67342 -7.50144 -0.028 0.012 -0.005 0.096
Pb -0.10213 -0.95191 0.09759 -0.655 -0.290 -0.250 0.774
H -2.34662 3.63821 -5.79414 0.031 -0.007 -0.023 0.095
H -2.99802 4.39356 1.75220 0.004 -0.002 0.011 0.084
N 3.78406 1.52536 1.00003 -0.056 0.269 0.153 0.033
H -0.95694 0.56624 -5.04889 -0.012 0.050 -0.023 0.112
C 0.17941 0.73102 -3.24601 -0.118 -0.051 -0.039 -0.241
H -2.35664 5.61870 -2.70033 -0.007 0.002 0.031 0.099
H 0.99269 0.19935 -6.50440 -0.009 0.019 -0.008 0.103
N -0.49110 1.72668 1.68513 -0.041 -0.125 0.030 0.082
C -2.27406 -1.80340 2.91921 -0.024 0.132 0.082 -0.696
N -2.35913 -3.00772 2.30670 0.043 -0.124 -0.126 0.112
H 7.09636 5.06491 4.64289 0.017 0.004 0.004 0.090
C 2.90221 0.69548 0.55562 -0.092 -0.141 -0.126 -0.812
H 3.54844 0.38160 -3.06856 -0.003 -0.048 -0.014 0.107
H -5.16430 -0.38751 -5.27503 -0.014 0.001 0.011 0.106
```
Forces are in eV/Å.

- Net charge: -1
- Max |F|: 0.76 eV Å⁻¹
- Relative energy (zero: lowest compared OMol25 entry of this formula, charge and spin): 0.472 eV
- Spin multiplicity: 1

---

2.
Density functional theory data (ωB97M-V/def2-TZVPD) for C38H33N2O4SSnTe as an isolated structure at a distorted geometry.

Structure (XYZ):
```
80
Properties=species:S:1:pos:R:3:forces:R:3:lowdin_charge:R:1
C 8.45244 21.97534 13.60204 -0.859 -1.035 0.116 -0.040
H 5.50019 18.49050 8.02986 0.025 -0.399 0.227 0.137
H 10.56243 21.46866 13.40345 -0.245 -0.032 -0.007 0.123
N 6.76403 16.29929 8.09136 0.122 -0.500 -0.922 0.125
H 6.05264 16.37231 7.35898 0.431 -0.524 0.458 0.139
C 12.65647 19.69853 9.05640 0.570 0.309 0.933 -0.072
H 14.69226 12.63479 13.27701 0.050 0.537 -0.545 0.120
S 8.32954 17.32811 9.92531 -0.737 0.132 0.311 0.615
Sn 8.19081 14.87569 11.16542 0.298 -0.032 -0.332 1.094
C 11.63980 12.95076 8.50173 1.308 -0.906 -0.609 -0.009
H 12.73426 20.61460 8.51649 -0.122 0.320 -0.637 0.100
O 9.69407 14.01753 9.90981 -0.898 0.613 0.338 -0.283
C 8.02395 19.24503 13.99223 0.708 -0.423 -0.141 -0.287
C 9.54877 21.11254 13.57960 -0.977 -0.002 0.248 -0.023
H 7.54566 17.45845 12.90306 0.545 0.096 0.632 0.042
C 12.68635 12.28239 7.82235 0.725 0.692 0.417 0.041
C 6.91169 11.33684 13.97573 -0.545 -1.260 -0.498 -0.085
C 8.52551 12.91671 14.91530 -0.297 0.778 0.952 -0.111
H 11.21584 19.07545 14.55269 0.606 0.244 0.388 0.056
H 7.42108 10.55165 11.96498 0.176 0.432 1.011 0.124
H 5.97992 10.73009 14.08126 0.841 0.791 0.052 0.124
H 12.24857 9.70068 4.73493 0.006 -0.483 -0.337 0.139
H 14.14318 20.39799 10.42220 -0.214 -0.121 0.136 0.110
C 13.47860 15.35061 11.54993 0.320 -0.411 0.019 -0.145
H 12.73603 14.28546 13.07510 -1.525 -0.472 2.245 0.072
H 11.01776 18.80408 12.78436 0.017 -0.221 0.325 0.077
C 13.39522 18.46250 10.97899 -0.031 -0.572 1.093 -0.041
C 12.34711 11.82479 6.58470 0.306 -1.178 -1.172 -0.197
H 15.93068 14.29341 9.52298 0.254 0.109 -0.073 0.105
C 11.14500 16.06452 12.04502 -0.380 -0.583 -0.354 -0.251
H 5.98076 19.72271 14.20682 -2.327 -0.848 0.357 0.091
C 10.02131 12.38598 6.74648 0.792 -0.882 -0.469 0.084
C 7.37006 12.16776 14.97217 -0.923 0.081 0.959 -0.112
C 10.53480 18.82437 13.77115 -1.414 -0.277 -0.643 -0.273
C 11.66540 17.59156 9.50925 -0.016 -2.056 1.456 -0.057
Te 9.74314 16.88894 14.28337 0.129 -0.378 -0.610 1.706
C 13.43204 19.60241 10.20729 0.619 0.221 -0.561 -0.079
H 6.31926 22.04570 13.74185 -1.220 1.270 0.212 0.086
C 7.15720 21.44357 13.87661 1.782 -0.455 -0.601 -0.048
H 9.40217 11.78772 11.84079 0.865 0.272 -0.295 0.088
C 7.70159 11.17674 12.84370 0.464 0.640 -0.436 -0.082
C 7.88784 17.74590 13.92965 -2.839 -0.201 0.103 -0.392
C 15.30545 14.38065 10.39726 1.284 -1.002 0.583 -0.068
H 16.26905 12.69516 11.39616 0.419 -0.020 -0.173 0.102
C 6.92258 17.32200 8.90350 1.987 -2.063 0.062 -0.879
H 6.79469 12.26888 15.87365 -0.347 -0.107 0.247 0.101
H 13.74917 12.21296 8.18071 -1.335 0.245 -0.328 0.140
C 6.92481 20.09489 14.08461 3.079 1.083 -0.643 -0.020
C 13.60485 14.35270 12.53546 1.019 0.829 -2.596 -0.016
O 8.07990 13.69921 8.39024 0.837 0.197 -0.198 -0.033
H 14.04812 18.36658 11.88691 -0.697 0.027 -0.984 0.142
H 10.92833 16.79085 9.26373 0.785 0.704 0.242 0.093
C 9.90903 15.88488 12.34121 -0.445 0.382 1.176 -0.551
C 12.32042 16.28572 11.55148 1.590 -0.378 -1.023 -0.171
C 12.46734 17.45493 10.66610 -0.227 1.157 -0.598 -0.216
C 9.30274 19.74223 13.78002 1.064 0.523 0.094 -0.263
H 11.81486 13.56125 9.34744 0.292 0.054 0.948 0.098
H 14.35222 16.13174 9.69493 -0.320 0.191 -0.412 0.113
C 14.63761 13.41714 12.49816 -0.875 -0.044 1.294 -0.076
C 14.36472 15.37032 10.44403 -0.378 -0.312 1.560 -0.022
C 8.88673 11.93068 12.76472 -0.618 0.270 0.337 -0.116
O 13.19341 11.25429 5.65098 -0.059 0.322 0.641 0.026
C 11.80380 18.67904 8.71322 -0.249 0.883 -0.302 -0.089
H 10.19869 13.39340 13.73465 0.791 0.350 -0.432 0.071
C 9.26217 13.58244 8.74356 0.502 -0.097 1.241 -0.563
H 11.16064 18.78692 7.87983 -0.426 0.054 -0.886 0.100
H 7.48237 15.55146 8.07365 -0.796 0.277 -0.170 0.078
C 11.05862 11.84391 6.02991 0.164 0.772 0.605 -0.193
H 6.13608 19.02685 9.50535 0.154 0.374 0.266 0.105
H 9.00926 12.38361 6.38585 -0.214 0.170 0.006 0.129
H 7.04568 17.38815 14.60103 1.249 0.216 -0.488 0.101
C 12.35828 10.76618 4.59974 0.434 0.996 0.151 -0.129
N 6.05495 18.27792 8.85202 -1.442 2.297 -0.073 0.134
H 12.77539 11.12672 3.66166 0.115 -0.624 -0.118 0.145
O 11.11123 11.40825 4.73972 -0.812 -0.091 0.275 0.041
H 8.71961 13.56801 15.81641 0.220 -0.718 -1.282 0.122
C 15.52592 13.46610 11.46490 -0.471 0.356 -1.507 -0.072
H 8.52950 23.02409 13.34877 0.175 -0.005 0.164 0.106
C 9.29401 12.84434 13.77750 -0.538 -1.450 -0.691 -0.131
C 10.37413 12.89730 8.00610 -2.299 0.899 -0.735 -0.150
```
Forces are in eV/Å.

- Net charge: +1
- Max |F|: 3.33 eV Å⁻¹
- Relative energy (zero: lowest compared OMol25 entry of this formula, charge and spin): 0.528 eV
- Spin multiplicity: 1